Entry from OMol25: C29H29AsF3N2O7SSbY as an isolated structure in a non-equilibrium geometry (ωB97M-V with the def2-TZVPD basis set).

Each line ends with the Löwdin charge.
Geometry (Å):
Y  11.11  11.28  12.57  1.3954
O  9.97  9.00  8.88  -0.2040
As  10.97  9.77  10.12  0.9487
O  10.47  11.37  10.35  -0.5010
O  10.59  9.22  11.67  -0.5218
C  12.76  9.58  9.51  -0.2581
C  12.95  8.99  8.27  -0.0742
C  14.21  8.90  7.69  -0.0405
C  15.29  9.45  8.38  -0.0147
C  15.07  10.01  9.66  -0.0460
C  13.84  10.10  10.25  -0.2065
S  13.91  10.82  11.98  0.5291
O  13.11  12.10  12.02  -0.4352
O  15.31  10.99  12.16  -0.2594
O  13.22  9.97  12.97  -0.3832
H  9.68  8.15  9.21  0.0557
H  12.07  8.61  7.75  0.1066
H  14.34  8.45  6.73  0.1151
H  16.28  9.40  7.94  0.1169
H  15.93  10.36  10.19  0.1063
F  14.51  13.08  20.93  0.0824
C  13.82  12.72  19.83  -0.2734
C  14.43  12.80  18.60  0.0045
C  13.73  12.39  17.47  -0.1290
C  12.44  11.93  17.56  -0.4054
C  11.82  11.90  18.79  -0.1058
C  12.51  12.29  19.93  0.0085
Sb  11.43  11.36  15.80  1.5457
C  11.74  9.27  15.71  -0.4112
C  12.99  8.80  16.10  -0.1060
C  13.41  7.56  15.68  0.0122
C  12.56  6.80  14.90  -0.2605
F  12.94  5.55  14.57  0.0760
C  11.32  7.24  14.47  0.0102
C  10.91  8.49  14.89  -0.1664
C  9.41  11.44  16.38  -0.4130
C  8.75  12.63  16.14  -0.1546
C  7.40  12.73  16.33  -0.0149
C  6.71  11.61  16.77  -0.2775
F  5.40  11.69  17.07  0.0801
C  7.33  10.40  16.93  0.0015
C  8.70  10.30  16.77  -0.1065
H  15.44  13.18  18.52  0.1296
H  14.19  12.44  16.49  0.0973
H  10.78  11.58  18.86  0.1022
H  12.02  12.21  20.90  0.1299
H  13.60  9.43  16.75  0.0996
H  14.38  7.20  15.98  0.1251
H  10.69  6.60  13.87  0.1250
H  9.94  8.88  14.58  0.0966
H  9.29  13.49  15.78  0.0981
H  6.85  13.65  16.18  0.1299
H  6.75  9.54  17.24  0.1326
H  9.18  9.37  16.97  0.0974
C  7.21  11.50  12.48  -0.0139
N  7.59  12.73  11.75  -0.1114
C  7.17  12.73  10.32  -0.0280
C  8.75  13.39  12.09  -0.4504
O  9.60  12.81  12.84  -0.1850
N  8.99  14.66  11.70  -0.0924
C  10.35  15.22  11.87  0.0143
C  8.00  15.52  11.04  -0.0226
H  6.17  11.28  12.22  0.1058
H  7.33  11.70  13.54  0.0757
H  7.85  10.65  12.17  0.0886
H  7.22  11.74  9.91  0.0872
H  7.87  13.34  9.75  0.0829
H  6.17  13.16  10.19  0.0979
H  11.08  14.47  11.62  0.0769
H  10.51  15.52  12.89  0.0951
H  10.43  16.06  11.18  0.1029
H  7.01  15.18  11.31  0.0891
H  8.09  15.53  9.95  0.1006
H  8.10  16.53  11.43  0.0971

energy relative to the best compared isomer or geometry (same formula, charge and spin)	0.0	kJ/mol
charge	+1
frontier orbital gap	8.6	eV
LUMO energy	-2.54	eV

Entry from OMol25: one molecule with the formula C4H10N2S in a non-equilibrium geometry (ωB97M-V with the def2-TZVPD basis set).

Each line ends with the Löwdin charge.
Geometry (Å):
C  0.39  2.02  -1.19  -0.1448
C  1.09  0.72  -0.79  -0.6942
C  1.67  0.80  0.62  -0.1472
C  -1.44  -0.83  1.34  -0.3899
H  0.06  1.95  -2.24  0.0676
H  -0.48  2.19  -0.53  0.0715
H  1.10  2.88  -1.12  0.0850
H  1.86  0.49  -1.51  0.0848
H  2.42  1.63  0.67  0.0887
H  0.89  1.01  1.34  0.0573
H  2.17  -0.12  0.94  0.0719
H  -2.17  -0.03  -0.38  0.0802
H  -2.46  -0.69  1.75  0.1233
H  -0.79  -1.66  2.90  0.0328
N  -1.31  -0.36  0.04  -0.3559
N  -0.49  -1.38  1.98  0.0689
S  -0.01  -0.73  -0.99  0.8999

energy relative to the best compared isomer or geometry (same formula, charge and spin)	29.5	kJ/mol
SMILES string	[H]/N=C/NSC(C)C
frontier orbital gap	9.7	eV
LUMO energy	0.79	eV

Entry from OMol25: C5H20F2HfN10O5 as an isolated structure in a non-equilibrium geometry (ωB97M-V with the def2-TZVPD basis set).

Each line ends with the Löwdin charge.
Geometry (Å):
Hf  -1.04  2.49  -0.50  2.3300
F  -0.10  0.61  0.56  -0.4334
F  -1.53  2.98  1.72  -0.4550
C  0.72  -0.78  3.61  -0.7674
O  1.11  -1.23  4.65  0.1218
N  1.48  0.07  2.90  0.1833
N  -0.46  -0.96  3.11  0.1838
H  2.46  0.09  3.13  0.1230
H  1.15  0.46  2.03  0.0372
H  -1.00  -1.10  3.95  0.1372
H  -0.65  -0.52  2.22  0.0640
C  -4.02  0.46  0.50  -0.6622
O  -2.90  0.91  0.27  -0.0749
N  -4.39  -0.67  1.00  0.2443
N  -5.14  1.17  0.31  0.1789
H  -5.28  -0.49  1.42  0.1476
H  -3.64  -1.28  1.31  0.1135
H  -4.89  2.11  0.02  0.1152
H  -6.07  0.79  0.22  0.1433
C  -1.38  -2.79  -0.54  -0.7302
O  -2.19  -2.63  0.36  0.0289
N  -0.33  -2.01  -0.72  0.1547
N  -1.49  -3.62  -1.54  0.1763
H  0.42  -2.32  -1.32  0.1076
H  -0.29  -1.22  -0.10  0.0547
H  -2.22  -4.31  -1.56  0.1316
H  -0.80  -3.78  -2.27  0.1169
C  4.01  0.94  -0.05  -0.8018
O  5.18  0.55  -0.18  0.0617
N  2.98  0.21  -0.26  0.1766
N  3.71  2.07  0.52  0.1683
H  2.09  0.61  0.01  0.0490
H  3.06  -0.77  -0.50  0.1393
H  4.60  2.51  0.68  0.1374
H  2.81  2.52  0.39  0.0881
C  1.29  1.20  -2.87  -0.6680
O  0.44  1.40  -2.01  -0.1355
N  1.45  0.15  -3.66  0.2424
N  2.34  1.99  -2.97  0.2157
H  0.64  -0.46  -3.66  0.1387
H  2.22  0.21  -4.31  0.1486
H  2.57  2.60  -2.20  0.1199
H  3.08  1.86  -3.64  0.1489

energy relative to the best compared isomer or geometry (same formula, charge and spin)	542.8	kJ/mol
charge	+2
frontier orbital gap	2.5	eV
LUMO energy	-11.51	eV

Entry from OMol25: one molecule with the formula C12H20N2O in a non-equilibrium geometry (ωB97M-V with the def2-TZVPD basis set).

Each line ends with the Löwdin charge.
Geometry (Å):
O  -0.60  2.82  -0.78  0.0567
C  -0.65  1.63  -1.01  -0.4264
C  2.36  -0.33  2.42  -0.3085
C  2.00  0.02  1.11  -0.0635
N  0.14  0.74  -0.33  -0.0319
N  -1.51  -0.35  -2.51  -0.1353
C  2.05  0.54  3.60  -0.0660
C  3.10  -1.67  2.64  -0.0836
C  -0.56  -0.81  -3.54  -0.0638
C  1.05  1.15  0.76  -0.1559
C  -0.41  -0.65  -0.24  -0.0864
C  -1.62  1.12  -2.09  -0.1404
C  -3.08  1.04  -1.37  -0.0757
C  -2.94  -0.32  -0.63  -0.1108
C  -1.63  -0.92  -1.18  -0.3205
H  2.49  -0.46  0.27  0.1072
H  2.99  1.00  3.88  0.0790
H  1.43  1.45  3.38  0.0828
H  1.67  -0.02  4.45  0.0762
H  2.65  -2.21  3.45  0.0435
H  4.22  -1.59  2.91  0.0932
H  3.10  -2.43  1.75  0.1035
H  0.13  -1.57  -3.10  0.0819
H  -1.12  -1.26  -4.36  0.0661
H  0.07  0.01  -4.01  0.0932
H  1.57  2.09  0.45  0.1385
H  0.40  1.54  1.55  0.1167
H  -0.73  -0.86  0.75  0.1044
H  0.40  -1.39  -0.57  0.1323
H  -1.58  1.78  -2.98  0.1538
H  -3.13  1.99  -0.85  0.1033
H  -3.80  1.00  -2.13  0.0804
H  -2.82  -0.09  0.40  0.0936
H  -3.79  -1.00  -0.82  0.1186
H  -1.85  -2.00  -1.24  0.1438

energy relative to the best compared isomer or geometry (same formula, charge and spin)	107.1	kJ/mol
SMILES string	CC(C)=CCN1C[C@H]2CC[C@@H](C1=O)N2C
frontier orbital gap	9.0	eV
LUMO energy	0.76	eV